# 1
Density functional theory data (ωB97M-V/def2-TZVPD) for C23H32N3O5Ru as an isolated structure.

DFT total energy, hartree: -1530.7316
Highest occupied orbital energy (alpha / beta), eV: -12.0 / -13.0
2S+1: 5
Charge: +1
⟨S²⟩: 6.04

Each line ends with the natural charge from an NBO analysis.
Cartesian coordinates (Å):
Ru  0.2346  -0.5642  -0.0803  1.398
C  0.3316  -2.9834  0.1270  -0.242
C  1.4901  -2.3281  0.7193  -0.018
C  2.2341  -1.7358  -0.3763  0.107
C  1.3899  -1.8546  -1.5147  -0.308
C  0.2630  -2.7054  -1.2327  0.041
C  -0.7077  -3.2475  -2.2576  -0.088
C  -0.5398  -2.5322  -3.5978  -0.611
C  -0.3767  -4.7408  -2.4234  -0.593
C  -2.1538  -3.0997  -1.7903  -0.609
C  3.5523  -0.9597  -0.4335  -0.119
C  3.8840  -0.5997  -1.8908  -0.605
C  4.6960  -1.8401  0.0833  -0.601
C  3.4674  0.3555  0.3522  -0.606
C  1.8068  -2.5810  2.1974  -0.095
C  2.6004  -3.9001  2.2433  -0.597
C  2.5948  -1.4720  2.8948  -0.613
C  0.5053  -2.7782  2.9938  -0.600
H  -0.3708  -3.5846  0.6794  0.260
H  1.6252  -1.4821  -2.4965  0.279
H  0.4470  -2.7066  -4.0272  0.218
H  -0.6943  -1.4550  -3.5053  0.218
H  -1.2733  -2.9133  -4.3076  0.235
H  0.6639  -4.8870  -2.7139  0.222
H  -1.0077  -5.1684  -3.2028  0.232
H  -0.5548  -5.2937  -1.5005  0.214
H  -2.4303  -2.0428  -1.7443  0.207
H  -2.3048  -3.5788  -0.8189  0.198
H  -2.8238  -3.5841  -2.4999  0.242
H  3.9325  -1.4798  -2.5333  0.215
H  4.8629  -0.1225  -1.9134  0.237
H  3.1727  0.1111  -2.3152  0.210
H  4.7853  -2.7520  -0.5095  0.219
H  4.5834  -2.1215  1.1245  0.211
H  5.6342  -1.2920  -0.0097  0.233
H  2.6103  0.9656  0.0409  0.203
H  4.3583  0.9488  0.1441  0.237
H  3.3997  0.2144  1.4280  0.234
H  3.5581  -3.8199  1.7319  0.218
H  2.0389  -4.7185  1.7896  0.212
H  2.7949  -4.1671  3.2827  0.233
H  3.5979  -1.3463  2.4997  0.211
H  2.7029  -1.7469  3.9440  0.231
H  2.0758  -0.5148  2.8547  0.233
H  -0.0170  -3.6964  2.7286  0.207
H  -0.1821  -1.9383  2.8765  0.206
H  0.7528  -2.8547  4.0516  0.238
O  -3.1895  1.9651  4.1565  -0.652
C  -3.9282  1.0842  3.4920  0.779
O  -5.1008  0.9374  3.6890  -0.548
C  -3.2562  0.2558  2.4368  -0.226
C  -3.9561  -0.6818  1.7043  0.055
N  -3.0953  -1.2554  0.8518  -0.298
N  -1.8591  -0.7571  0.9850  -0.311
C  -1.9488  0.1630  1.9417  0.041
C  -0.7024  0.8915  2.2836  0.781
O  -0.6499  1.7157  3.1632  -0.554
O  0.3403  0.5464  1.5486  -0.695
H  -2.2545  1.9731  3.8500  0.509
H  -4.9965  -0.9541  1.7547  0.267
H  -3.2771  -1.9841  0.1800  0.435
O  -0.4841  2.8490  -2.4057  -0.430
C  -0.4259  1.8269  -1.8676  0.868
N  -0.3955  0.7430  -1.3272  -0.777



# 2
Density functional theory data (ωB97M-V/def2-TZVPD) for a single C23H32O3 molecule.

DFT total energy, hartree: -1120.6345
Highest occupied orbital energy, eV: -8.9
Energy relative to the best compared isomer or geometry (same formula, charge and spin), kcal per mole: 475.2
SMILES: COCCCCCCCCCCCCc1cccc2c1C(=O)C=CC2=O

Each line ends with the natural charge from an NBO analysis.
Cartesian coordinates (Å):
C  -5.8503  3.0131  7.2326  -0.275
O  -5.3340  2.0359  6.2463  -0.567
C  -6.1556  2.0302  5.0256  -0.068
C  -6.1257  0.5368  4.2740  -0.435
C  -4.9840  0.5646  3.0877  -0.412
C  -3.9717  -0.7604  3.1186  -0.422
C  -2.5769  -0.4876  3.9375  -0.419
C  -1.2135  -0.5492  3.0295  -0.413
C  -1.1399  -1.7929  1.9647  -0.424
C  -0.7016  -1.1897  0.4952  -0.413
C  0.7035  -1.7940  -0.0998  -0.415
C  1.6569  -0.5785  -0.7397  -0.411
C  1.7408  -0.6634  -2.4031  -0.412
C  3.0691  -1.5189  -2.8413  -0.466
C  4.3140  -0.6247  -3.4222  0.058
C  5.3762  0.1043  -2.3782  -0.228
C  6.6843  0.9906  -2.8715  -0.205
C  6.9291  1.1363  -4.4960  -0.198
C  5.8726  0.4440  -5.5411  -0.084
C  4.5475  -0.4424  -5.0347  -0.136
C  3.6026  -1.0495  -6.2332  0.514
O  2.9057  -2.1879  -6.1979  -0.527
C  3.5682  -0.1563  -7.6469  -0.235
C  4.7839  0.6194  -8.1206  -0.267
C  6.1378  0.5858  -7.1834  0.504
O  7.4043  0.6317  -7.6430  -0.524
H  -5.5082  2.6250  8.3067  0.199
H  -7.0206  3.1057  7.2298  0.180
H  -5.3971  4.0864  7.1061  0.180
H  -7.2862  2.3200  5.2105  0.172
H  -5.7085  2.8514  4.2945  0.169
H  -7.2247  0.4044  3.8363  0.213
H  -5.9095  -0.3028  5.0609  0.224
H  -5.5845  0.4735  2.0601  0.205
H  -4.4032  1.5805  3.0799  0.209
H  -4.5702  -1.5786  3.7484  0.210
H  -3.8385  -1.0807  2.0003  0.214
H  -2.5197  -1.1668  4.9067  0.211
H  -2.6500  0.6300  4.3499  0.211
H  -1.0552  0.5139  2.5668  0.208
H  -0.3115  -0.7125  3.7933  0.212
H  -0.2848  -2.5438  2.3048  0.208
H  -2.1166  -2.4313  1.8737  0.219
H  -1.5474  -1.4672  -0.2942  0.207
H  -0.6306  -0.0210  0.4952  0.205
H  0.5106  -2.6631  -0.8843  0.211
H  1.2998  -2.2922  0.7885  0.203
H  1.2447  0.4922  -0.4930  0.212
H  2.7066  -0.7024  -0.2227  0.203
H  0.7994  -1.3261  -2.7173  0.215
H  1.6213  0.3767  -2.9260  0.226
H  3.4704  -2.0394  -1.8456  0.225
H  2.7946  -2.3733  -3.5941  0.263
H  5.2364  -0.0022  -1.1991  0.240
H  7.4436  1.5014  -2.1080  0.250
H  7.8587  1.7241  -4.8961  0.257
H  2.5679  -0.1353  -8.2661  0.256
H  4.7696  1.2565  -9.1250  0.262



# 3
Density functional theory data (ωB97M-V/def2-TZVPD) for C23H33BClN2NaO2Sb as an isolated structure.

DFT total energy, hartree: -2043.8772
Highest occupied orbital energy, eV: -2.7
Energy relative to the best compared isomer or geometry (same formula, charge and spin), kcal per mole: 0.0
Charge: -1

Each line ends with the natural charge from an NBO analysis.
Cartesian coordinates (Å):
Na  0.2807  0.4239  1.2047  0.799
C  -0.9583  -1.3108  -4.9883  -1.036
Sb  -1.4079  -0.4093  -3.0568  1.089
C  -2.9114  0.8800  -3.8872  -1.007
C  0.1382  1.0652  -3.2411  -1.006
H  -0.8693  -0.5448  -5.7617  0.204
H  -1.7467  -2.0094  -5.2731  0.210
H  -0.0204  -1.8667  -4.9326  0.214
H  -2.5347  1.3292  -4.8078  0.204
H  -3.1576  1.6517  -3.1614  0.241
H  -3.8173  0.3125  -4.1044  0.211
H  0.0735  1.5238  -4.2292  0.205
H  1.1204  0.6071  -3.1139  0.209
H  0.0136  1.8181  -2.4645  0.244
N  3.5100  -1.2609  -1.7909  -0.543
C  2.9264  -0.3349  -0.9689  0.224
N  1.7646  -0.6981  -0.5229  -0.491
C  1.5478  -1.9580  -1.0703  0.137
C  0.4545  -2.8112  -0.9287  -0.194
C  0.4962  -4.0186  -1.5950  -0.238
C  1.5931  -4.3750  -2.3951  -0.210
C  2.6806  -3.5384  -2.5531  -0.253
C  2.6362  -2.3246  -1.8726  0.086
H  4.4083  -1.1716  -2.2279  0.414
H  3.4118  0.5997  -0.7328  0.209
H  -0.3983  -2.5055  -0.3370  0.243
H  -0.3384  -4.7027  -1.5158  0.212
H  1.5800  -5.3303  -2.9044  0.207
H  3.5199  -3.8173  -3.1774  0.209
C  -5.5145  1.2984  -0.6592  -0.622
C  -4.3812  0.6459  0.1081  0.230
C  -4.6290  -0.8551  0.2436  -0.632
O  -3.1534  0.8116  -0.6291  -0.813
B  -2.0524  0.8750  0.2523  0.315
O  -2.6166  1.0253  1.5591  -0.799
C  -4.0216  1.3061  1.4621  0.236
C  -4.1877  2.8244  1.4255  -0.633
C  -4.7314  0.7309  2.6731  -0.622
H  -5.6669  0.7767  -1.6058  0.210
H  -5.2886  2.3400  -0.8826  0.217
H  -6.4485  1.2564  -0.0921  0.198
H  -4.6143  -1.3025  -0.7517  0.212
H  -5.5950  -1.0705  0.7073  0.194
H  -3.8416  -1.3185  0.8384  0.223
H  -3.7188  3.2387  0.5327  0.220
H  -3.6909  3.2482  2.2988  0.219
H  -5.2391  3.1237  1.4447  0.191
H  -4.5134  -0.3296  2.7885  0.216
H  -5.8150  0.8607  2.5980  0.193
H  -4.3874  1.2436  3.5724  0.217
Cl  0.1711  1.2000  5.2396  -0.069
C  1.2607  1.8966  4.0533  -0.107
C  1.3593  3.2682  4.0002  -0.202
C  2.2024  3.8985  3.0880  -0.364
C  2.9423  3.0805  2.2315  -0.184
C  2.8479  1.7092  2.2817  -0.329
C  1.9872  1.0052  3.2010  -0.089
C  1.8536  -0.3787  3.1811  -0.782
H  0.7560  3.8448  4.6913  0.207
H  2.2691  4.9765  3.0439  0.196
H  3.6194  3.5226  1.5067  0.188
H  3.4585  1.1055  1.6168  0.183
H  1.2997  -0.9010  3.9466  0.205
H  2.5266  -0.9539  2.5548  0.184



Q: Among the records above, which one has the highest DFT total energy?
A: C23H32O3